10 unconnected molecules or ions with the total composition C8H34BF4N16O9 in a non-equilibrium geometry, computed with ωB97M-V/def2-TZVPD.

Properties
Energy above the lowest of the compared OMol25 structures with the same formula, charge and spin: 8.175 eV
Total charge: -1
E_LUMO: 1.62 eV
E_tot: -2303.22764 Eh

Last column: Löwdin charge in e.
CARTESIAN COORDINATES (ANGSTROEM)
F 6.4798 -11.7030 -28.6783  0.12
F 5.8323 -11.5113 -26.5592  0.15
F 7.8442 -10.9440 -27.0957  0.06
F 6.0103 -9.6661 -27.8699  0.08
O -1.2652 -6.5213 -27.0513  0.07
O 1.5417 -18.4515 -30.0382  0.07
O 7.0298 -6.0749 -33.9526  0.01
O 1.8596 -10.9814 -34.1800  0.03
O 8.8456 -19.2695 -24.3516  0.00
O -0.3116 -13.5547 -23.2016  0.08
O 12.1244 -6.8501 -22.1454  0.01
O 6.6508 -11.5915 -20.9343  0.04
O 8.0622 -12.8302 -33.3559  -0.06
N 10.6252 -7.7314 -23.4781  0.16
N 7.1267 -7.6007 -32.3349  0.17
N 8.4237 -12.9096 -21.0757  0.17
N 6.2836 -5.6879 -31.8474  0.14
N 1.7542 -14.0189 -23.5619  0.18
N 3.3337 -17.2644 -29.5419  0.14
N 0.6410 -9.1907 -34.6894  0.12
N 12.7880 -8.2251 -23.7646  0.16
N 1.5687 -9.1519 -32.8067  0.16
N 6.8517 -13.3597 -19.6127  0.15
N 10.8668 -19.2176 -25.5951  0.14
N 9.7398 -17.4647 -25.3037  0.14
N 0.9026 -12.4503 -24.5804  0.17
N -1.4706 -4.5436 -27.9489  0.16
N 2.1893 -16.6385 -31.2672  0.13
N 0.4244 -5.3573 -27.6652  0.18
C -0.7937 -5.5414 -27.5203  -0.90
C 9.7687 -18.7234 -24.9939  -0.72
C 7.2983 -12.5397 -20.5445  -0.79
C 0.7043 -13.3869 -23.7543  -0.94
C 1.4217 -9.8849 -33.8591  -0.76
C 2.2616 -17.5199 -30.2037  -0.77
C 11.8875 -7.5322 -23.1286  -0.79
C 6.7449 -6.4678 -32.8296  -0.77
B 6.5131 -10.9377 -27.5576  -1.41
H 8.8837 -12.4301 -21.8363  0.13
H 7.3983 -8.2449 -33.0638  0.13
H 1.6691 -17.0331 -32.0377  0.10
H 10.4406 -8.4625 -24.1499  0.11
H 12.5801 -8.6684 -24.6480  0.11
H 0.7245 -4.6502 -28.3210  0.12
H 2.1178 -9.5354 -32.0508  0.13
H -2.4794 -4.4935 -27.9445  0.12
H 13.6884 -7.7852 -23.6391  0.12
H 5.8481 -13.4649 -19.5708  0.12
H 0.9171 -8.3882 -32.6961  0.11
H 0.1212 -9.6889 -35.3977  0.11
H 3.6161 -16.3077 -29.3837  0.12
H 8.1081 -12.9313 -32.4052  0.03
H 0.5636 -8.1881 -34.5951  0.10
H 8.8307 -13.6908 -20.5816  0.10
H 2.6372 -13.7720 -23.9853  0.13
H 1.0938 -6.0868 -27.4653  0.14
H 2.9947 -16.0533 -31.4372  0.09
H 1.8114 -14.7229 -22.8399  0.13
H 0.0998 -11.9013 -24.8529  0.13
H 7.1295 -12.7204 -33.5409  0.03
H 10.4361 -17.0663 -25.9173  0.10
H 6.2858 -6.0352 -30.8990  0.10
H 1.8483 -12.1445 -24.7601  0.12
H 7.4493 -14.1281 -19.3432  0.10
H 11.1131 -20.1875 -25.4587  0.11
H 3.8093 -18.0233 -29.0751  0.12
H 5.8335 -4.8049 -32.0422  0.11
H -1.0417 -3.7027 -28.3080  0.11
H 9.9057 -7.5245 -22.8001  0.12
H 11.3523 -18.5337 -26.1579  0.10
H 7.0394 -7.6886 -31.3325  0.12
H 9.0952 -16.7600 -24.9751  0.13